Density functional theory data (wB97M-V/def2-TZVPD) for a 2-piece molecular cluster, C5H12NO3P overall at a distorted geometry.

Properties
LUMO energy, eV: 0.12
2S+1: 1
Energy relative to the best compared isomer or geometry (same formula, charge and spin), eV: 4.464

Each line ends with the Mulliken charge.
Atoms and positions in Å:
1 C -1.63775 -0.70984 0.90959  0.38
2 C 0.73822 -1.66159 -0.40132  -1.90
3 C 1.42421 0.34900 0.96407  -0.49
4 C 0.63085 -0.12585 -0.28361  0.56
5 C -0.74369 0.28635 0.05325  0.16
6 N -1.94466 0.13839 -1.65398  -0.75
7 O -2.64710 -1.21900 0.35089  -0.59
8 O -1.21486 -0.80903 2.02949  -0.55
9 O 2.79902 0.11609 0.72606  -0.47
10 P -1.09687 2.03379 0.62809  -0.20
11 H -0.04498 -2.02057 -1.04388  0.46
12 H 1.65159 -1.82682 -0.85748  0.56
13 H 0.86484 -2.19749 0.48581  0.39
14 H 1.01664 1.42443 1.18617  0.32
15 H 1.24374 -0.31600 1.91001  0.20
16 H 0.80982 0.48400 -1.25991  0.34
17 H -2.59834 -0.81550 -0.72061  0.56
18 H -2.45416 1.01118 -1.61870  0.27
19 H -1.23657 0.06520 -2.38397  0.23
20 H 3.28854 0.73160 1.19043  0.30
21 H -1.26896 1.66863 2.09395  0.12
22 H -2.59276 1.92362 0.65990  0.09

***

Density functional theory data (wB97M-V/def2-TZVPD) for one molecule with the formula C5H12NOS at a distorted geometry.

Properties
LUMO energy (spin up / spin down), eV: 0.90 / -2.29
2S+1: 2
Energy relative to the best compared isomer or geometry (same formula, charge and spin), eV: 0.208

Each line ends with the Löwdin spin population.
Atoms and positions in Å:
1 C 0.37001 -1.76827 -0.35288  0.00
2 N 0.91377 -0.63110 0.37220  0.00
3 C 0.01556 0.39839 0.93366  0.00
4 C 0.83543 1.68948 0.90387  0.10
5 S 0.29229 3.08041 1.91373  0.84
6 C -1.33579 0.57203 0.22129  0.00
7 O -2.25680 1.26024 1.05494  0.01
8 C 0.36216 -1.61477 -1.89426  0.00
9 H -0.67362 -1.90722 -0.08456  0.00
10 H 0.86671 -2.68859 -0.03727  0.00
11 H 1.64705 -0.19045 -0.16694  0.00
12 H -0.16836 0.14395 1.97761  0.00
13 H 1.81162 1.47731 1.31478  0.02
14 H 0.91998 2.05121 -0.12585  0.02
15 H -1.85943 2.05169 1.44199  0.00
16 H -1.82725 -0.38017 0.04696  0.00
17 H -1.15277 1.13060 -0.70367  0.00
18 H -0.63226 -1.40876 -2.25240  0.00
19 H 1.06309 -0.82158 -2.18480  0.00
20 H 0.80862 -2.44442 -2.37838  0.00